Record 1
Formula: C2H4O3S
Source: the Open Molecules 2025 dataset
Level of theory: ωB97M-V/def2-TZVPD

HOMO-LUMO gap (alpha / beta) (Ha): 0.262 / 0.262
Multiplicity: 1
Total charge: 0
E_HOMO (alpha / beta) (Ha): -0.273 / -0.273

Last column: Löwdin charge in e.
Element x y z (Å)
C -0.277 0.805 0.580  -0.179
C 0.373 -0.404 0.979  -0.282
O -0.976 1.709 0.732  0.251
O 0.147 -0.499 2.385  -0.025
O -0.577 0.295 -2.652  -0.630
S 0.924 0.405 -1.865  0.495
H 0.050 -1.275 0.255  0.167
H 1.426 -0.157 0.729  0.115
H -0.724 -0.940 2.404  0.113
H -0.366 0.061 -3.547  -0.025

=====

Record 2
Formula: H26O13
Source: the Open Molecules 2025 dataset
Level of theory: ωB97M-V/def2-TZVPD

HOMO-LUMO gap (Ha): 0.348
Multiplicity: 1
Total charge: 0
E_HOMO (Ha): -0.357

Last column: Löwdin charge in e.
Element x y z (Å)
O 1.015 -2.126 0.099  -0.122
H 1.462 -3.059 0.287  0.161
H 0.238 -2.380 -0.411  0.002
O 0.632 4.234 0.238  -0.075
H 0.341 3.407 0.590  -0.060
H 1.159 4.515 1.012  0.046
O 2.275 0.914 0.789  0.042
H 2.833 1.023 0.060  0.050
H 2.700 1.317 1.462  0.027
O 1.968 -0.616 -1.710  -0.103
H 1.870 -1.299 -1.078  -0.064
H 1.044 -0.196 -2.006  0.071
O -1.164 -3.301 -0.119  -0.145
H -2.071 -3.244 0.400  0.120
H -1.502 -3.639 -1.083  0.151
O 3.386 -1.464 2.193  0.015
H 2.713 -0.963 1.763  -0.012
H 4.154 -1.176 1.872  -0.037
O -1.777 2.925 -0.433  -0.064
H -1.223 2.100 -0.461  0.010
H -2.638 2.554 -0.528  0.025
O -0.201 1.297 -2.824  -0.010
H 0.455 1.890 -2.299  0.144
H -0.462 1.650 -3.565  -0.030
O -1.793 -0.956 -2.569  -0.174
H -1.324 -0.079 -2.576  -0.024
H -2.790 -0.611 -3.016  0.179
O -0.713 2.493 1.763  -0.082
H -0.571 1.665 1.154  0.034
H -1.547 2.634 2.067  -0.004
O -0.086 -2.632 2.859  -0.008
H 0.573 -3.235 3.053  -0.003
H 0.253 -2.246 2.069  -0.029
O -3.233 -0.374 0.157  -0.011
H -3.466 -1.212 0.375  -0.037
H -2.432 -0.545 -0.375  0.002
O -0.303 0.470 0.082  -0.089
H 0.665 0.699 0.334  0.059
H -0.439 -0.433 0.376  0.044

=====

Record 3
Formula: C60H58BrI2N8O9S2Te2Ti
Source: the Open Molecules 2025 dataset
Level of theory: ωB97M-V/def2-TZVPD

HOMO-LUMO gap (alpha / beta) (Ha): 0.229 / 0.200
Multiplicity: 2
Total charge: -2
E_HOMO (alpha / beta) (Ha): -0.096 / -0.096

Last column: Mulliken spin population.
Element x y z (Å)
Ti -0.245 -0.069 1.500  0.017
O 2.237 -3.451 2.700  0.000
S 1.415 -2.486 3.376  0.000
O 0.434 -3.007 4.292  0.000
O 0.848 -1.498 2.408  -0.002
C 2.520 -1.549 4.438  0.000
C 3.418 -2.347 5.142  0.000
C 4.262 -1.794 6.091  0.000
C 4.209 -0.437 6.355  0.000
C 3.320 0.367 5.659  0.000
C 2.470 -0.178 4.705  0.000
S 1.497 0.974 3.742  0.000
O 2.071 0.845 2.405  0.000
O 1.695 2.266 4.359  0.000
O 0.096 0.494 3.761  0.004
H 3.443 -3.407 4.924  0.000
H 4.959 -2.428 6.626  0.000
H 4.869 0.003 7.093  0.000
H 3.264 1.432 5.837  0.000
C -5.017 0.703 -2.748  0.013
Te -3.720 1.629 -1.340  0.758
C -2.686 2.198 -3.153  0.069
C -3.154 1.311 -4.273  -0.005
C -2.489 1.238 -5.494  0.006
C -2.944 0.388 -6.489  0.000
C -4.069 -0.401 -6.267  -0.001
C -4.737 -0.324 -5.055  0.005
C -4.290 0.537 -4.056  -0.038
H -5.871 1.371 -2.860  0.013
H -5.387 -0.241 -2.351  0.009
H -1.609 2.153 -2.991  -0.018
H -2.948 3.240 -3.351  -0.001
H -1.601 1.840 -5.649  -0.001
H -2.415 0.329 -7.433  0.000
H -4.425 -1.072 -7.039  0.000
H -5.613 -0.936 -4.876  0.000
I -2.918 0.234 2.032  0.015
I -6.566 1.846 0.144  0.112
C -4.560 -4.025 -1.098  0.000
C -3.580 -2.980 -1.514  0.015
C -2.668 -2.929 -2.544  0.002
C -2.020 -1.677 -2.411  0.039
N -2.515 -1.012 -1.383  -0.059
N -3.465 -1.806 -0.862  0.003
C -0.889 -1.117 -3.203  -0.005
H -4.736 -4.720 -1.917  0.000
H -5.514 -3.579 -0.812  0.000
H -4.186 -4.591 -0.241  0.000
H -2.484 -3.690 -3.286  0.002
H -3.871 -1.520 0.021  0.017
H -1.194 -0.847 -4.214  0.001
H -0.080 -1.845 -3.283  -0.001
H -0.492 -0.231 -2.705  0.005
Br -2.139 5.205 -1.045  0.010
C -0.837 5.247 0.338  -0.004
C -0.457 6.522 0.740  -0.001
C 0.472 6.683 1.755  0.000
C 1.003 5.571 2.387  0.001
C 0.600 4.305 1.993  0.001
C -0.308 4.116 0.954  0.003
C -0.621 2.674 0.577  -0.034
O -1.128 2.339 -0.482  0.048
O -0.282 1.832 1.512  -0.002
H -0.906 7.380 0.258  0.000
H 0.768 7.682 2.053  0.000
H 1.726 5.673 3.185  0.000
H 0.996 3.437 2.501  0.000
C 8.425 4.370 -2.269  0.000
C 7.122 3.748 -1.834  0.000
C 6.243 4.423 -0.997  0.000
C 5.027 3.859 -0.621  0.000
C 4.150 4.631 0.340  0.000
C 4.629 2.601 -1.109  -0.001
Te 2.635 1.771 -0.440  -0.001
N 0.767 0.151 -0.156  0.004
C 0.880 -1.175 -0.207  -0.007
O -0.189 -1.803 0.078  0.004
C 2.135 -1.913 -0.524  0.000
C 2.123 -2.829 -1.569  0.001
C 3.264 -3.558 -1.874  0.000
C 4.413 -3.388 -1.113  0.000
C 4.417 -2.484 -0.058  -0.001
C 3.286 -1.738 0.232  0.000
C 2.111 1.661 -2.496  -0.002
C 2.211 0.454 -3.179  -0.002
C 1.822 0.329 -4.507  0.000
C 1.297 1.425 -5.170  0.000
C 1.164 2.629 -4.492  0.003
C 1.565 2.770 -3.164  0.004
C 1.394 4.108 -2.497  -0.003
C 5.550 1.891 -1.890  0.000
C 5.298 0.477 -2.354  0.000
C 6.767 2.474 -2.245  0.000
H 8.539 5.372 -1.851  0.000
H 8.479 4.452 -3.357  0.000
H 9.281 3.771 -1.947  0.000
H 6.513 5.408 -0.626  0.000
H 4.664 5.521 0.709  0.000
H 3.873 4.019 1.201  0.000
H 3.212 4.942 -0.129  0.000
H 1.217 -2.961 -2.148  0.000
H 3.252 -4.261 -2.699  0.000
H 5.301 -3.968 -1.335  0.000
H 5.307 -2.355 0.546  0.000
H 3.282 -1.036 1.056  0.000
H 2.583 -0.419 -2.660  0.001
H 1.916 -0.627 -5.009  0.000
H 0.983 1.345 -6.205  0.000
H 0.730 3.486 -4.999  0.000
H 0.817 4.786 -3.129  0.000
H 2.367 4.559 -2.287  0.000
H 0.878 4.000 -1.544  0.001
H 4.581 -0.023 -1.705  0.000
H 6.229 -0.096 -2.343  0.000
H 4.902 0.456 -3.372  0.000
H 7.459 1.902 -2.860  0.000
C -2.481 -2.425 4.510  0.001
C -2.262 -3.272 3.306  -0.001
N -1.706 -2.902 2.186  0.002
C -1.694 -4.002 1.365  0.000
C -2.295 -5.054 1.981  0.000
N -2.667 -4.582 3.231  0.000
C -3.448 -5.305 4.181  0.000
N -4.698 -4.602 4.455  0.000
N -5.307 -4.792 5.634  0.000
N -6.392 -4.108 5.677  0.000
C -6.506 -3.420 4.484  0.000
C -7.485 -2.509 4.054  0.002
C -7.308 -1.934 2.824  -0.003
C -6.190 -2.261 2.011  -0.005
C -5.241 -3.167 2.403  0.001
C -5.421 -3.739 3.680  0.000
H -1.741 -1.629 4.511  -0.001
H -2.361 -3.011 5.423  0.000
H -3.475 -1.972 4.500  0.000
H -1.257 -3.943 0.381  0.000
H -2.477 -6.073 1.683  0.000
H -2.945 -5.438 5.138  0.000
H -3.661 -6.286 3.757  0.000
H -8.324 -2.260 4.689  0.000
H -8.013 -1.198 2.460  0.001
H -6.082 -1.744 1.065  0.002
H -4.385 -3.399 1.782  0.001

=====

Record 4
Formula: C4H32O14
Source: the Open Molecules 2025 dataset
Level of theory: ωB97M-V/def2-TZVPD

HOMO-LUMO gap (Ha): 0.320
Multiplicity: 1
Total charge: 0
E_HOMO (Ha): -0.327

Last column: Löwdin charge in e.
Element x y z (Å)
C 0.926 -1.450 3.202  0.059
C 1.837 -0.924 2.369  -0.420
O 3.044 -0.675 2.966  0.035
C 1.714 -0.600 0.925  -0.124
C 1.726 0.663 0.523  0.060
H 1.179 -1.708 4.217  0.068
H -0.113 -1.559 2.878  0.057
H -0.910 1.289 2.464  0.027
H 1.606 -1.446 0.236  0.064
H 1.768 1.557 1.135  0.075
H 1.723 0.964 -0.502  0.060
H -1.366 4.709 -1.142  0.056
H -1.580 3.763 -0.026  0.034
O -1.957 3.973 -0.939  -0.085
H -2.317 0.889 0.910  0.014
H -1.245 -0.396 1.027  -0.004
O -1.408 0.551 0.899  -0.090
H -0.322 2.023 -3.541  -0.016
H -0.102 0.652 -4.182  0.032
O 0.392 1.434 -3.901  -0.096
H -1.350 4.383 2.199  0.072
H 3.701 -0.445 2.303  0.101
O -0.760 4.113 1.470  -0.086
H -0.452 3.234 1.827  0.015
H 0.542 1.373 2.698  0.021
O -0.261 1.888 2.894  -0.079
H -1.873 -0.237 -1.281  0.030
H -2.297 1.002 -2.233  0.011
O -2.566 0.339 -1.604  -0.035
H 4.478 -2.815 -0.007  0.046
H 3.290 -3.704 -0.204  0.032
O 3.631 -3.028 0.393  -0.042
H -4.046 0.572 -0.013  0.036
H -4.733 0.082 1.319  0.057
O -4.057 0.652 0.952  -0.043
H -1.810 3.235 -2.480  0.016
H -2.408 2.990 -3.965  0.073
O -1.611 3.009 -3.426  -0.069
H 2.103 -1.992 -1.545  0.017
H 1.097 -2.957 -2.393  0.061
O 1.386 -2.642 -1.527  -0.069
H 0.500 -4.534 0.418  0.054
H 0.361 -4.013 1.887  0.051
O -0.130 -4.324 1.119  -0.043
H 1.760 -0.127 -3.590  0.030
H 2.461 -1.482 -3.168  0.009
O 1.767 -1.099 -3.699  -0.061
H -1.393 -3.024 1.087  0.041
H -0.532 -2.050 0.304  0.025
O -1.396 -2.104 0.747  -0.076

=====

So what do the calculations give for calculated total energy? Going down the list: -702.3783 -993.5827 -8787.9693 -1224.9024 Ha.
So what do the calculations give for ΔE to the lowest compared entry with this formula, charge and spin? Going down the list: 302.5 500.1 0.0 274.2 kJ/mol.